Record 1
C4H9N | ωB97M-V/def2-TZVPD

CARTESIAN COORDINATES (ANGSTROEM)
N -2.7613 1.3414 -2.4493
C 0.9109 -0.7430 0.9791
C -1.6012 1.3670 -1.6320
C 1.5813 -1.6336 2.0293
C 1.1640 0.5650 1.1330
H -1.5262 0.4798 -0.8391
H -0.6949 1.3222 -2.2430
H 2.6542 -1.4694 2.0290
H 1.4087 -2.7009 1.9198
H 1.2636 -1.4163 3.0860
H -2.5516 0.7139 -3.2579
H 1.1881 1.2103 0.1530
H 0.4202 -1.3448 0.1487
H -1.4557 2.3085 -1.0567

The calculation puts the largest force on an atom at 4.123 eV/Å.

Record 2
C4H9N | ωB97M-V/def2-TZVPD

CARTESIAN COORDINATES (ANGSTROEM)
N -1.9727 -1.2278 -1.0650
C 0.2532 -0.8118 -0.2328
C 1.2953 0.1851 0.1806
C 0.7381 1.2991 1.1115
C -0.7944 -0.4813 -0.9983
H 0.3762 -1.8245 0.1473
H 1.1941 2.2711 0.9371
H 2.1424 -0.2303 0.7266
H -2.7761 -0.6391 -0.8949
H -0.2955 1.4865 0.7974
H 1.7289 0.7181 -0.6664
H 0.6923 0.9888 2.1446
H -0.6296 0.2982 -1.7305
H -1.9523 -2.0320 -0.4571

The calculation puts the largest force on an atom at 1.667 eV/Å. The SMILES is CC/C=C/N.

Record 3
C4H9N | ωB97M-V/def2-TZVPD

CARTESIAN COORDINATES (ANGSTROEM)
N 0.8065 -1.3199 0.9577
C -1.5063 -0.5896 1.3583
C -0.5409 -1.4904 1.3422
C 0.5055 1.4125 -1.2357
C 0.5517 2.0065 -2.4180
H -0.2950 2.0605 -3.0851
H 1.4613 2.4901 -2.7501
H 1.1553 -1.7082 0.1044
H -1.3416 0.4652 1.1734
H -0.4045 1.3084 -0.6512
H -0.8800 -2.5281 1.4403
H 1.4578 -1.1662 1.7082
H 1.3654 1.2070 -0.6100
H -2.5318 -0.9019 1.4540

The calculation puts the largest force on an atom at 1.860 eV/Å. The SMILES is C=CN.C=C.

Record 4
C4H9N | ωB97M-V/def2-TZVPD

CARTESIAN COORDINATES (ANGSTROEM)
N 1.8493 2.4768 -1.7966
C 0.7277 1.9792 -2.0093
C -1.8163 -1.4752 0.6004
C -0.5646 -1.0260 0.6293
C 0.3126 -0.9648 1.8496
H 0.5120 0.0932 1.9768
H 1.1539 -1.6570 1.7433
H 0.0006 1.7790 -1.2146
H -0.1623 -1.4927 2.6830
H -0.1308 -0.5502 -0.2456
H -2.4730 -1.3575 -0.2513
H -2.2969 -1.8318 1.5045
H 2.5397 2.5098 -2.5385
H 0.3483 1.5172 -2.9312

The calculation puts the largest force on an atom at 1.800 eV/Å. The SMILES is C=CC.C=N.

Record 5
C4H9N | ωB97M-V/def2-TZVPD

CARTESIAN COORDINATES (ANGSTROEM)
N -0.4195 1.8848 1.5565
C -0.5358 -0.3437 0.2585
C -0.3590 0.3618 1.5561
C 0.5740 -1.1767 -1.8305
C 0.5571 -0.3980 -0.5674
H 1.6060 0.1302 -0.4441
H 1.7611 -1.9051 -1.7256
H 0.7215 -0.0089 1.8114
H 0.2883 2.1183 0.6555
H 0.3929 -0.2040 -2.8161
H -1.1261 -0.1035 2.2625
H -1.5837 -0.6783 -0.0510
H -1.3460 2.2547 1.1149
H -0.5309 -1.9317 -1.7809

The calculation puts the largest force on an atom at 4.760 eV/Å.

Record 6
C4H9N | ωB97M-V/def2-TZVPD

CARTESIAN COORDINATES (ANGSTROEM)
N 2.0133 -0.7749 0.0357
C -1.9886 0.6820 -1.0781
C -0.2894 -0.2330 0.5144
C -0.7246 0.7591 -0.2467
C 1.1253 -0.2716 1.0882
H 2.9872 -0.5264 0.1776
H -2.6619 -0.0715 -0.6682
H 1.1277 -0.8599 1.9807
H 1.3892 0.7539 1.3215
H -1.7304 0.2453 -2.0500
H -0.0061 1.4960 -0.6024
H -2.3792 1.6817 -1.2343
H 2.0584 -1.7903 0.0359
H -0.9208 -1.0904 0.7256

The calculation puts the largest force on an atom at 1.642 eV/Å. The SMILES is C/C=C/CN.

Record 7
C4H9N | ωB97M-V/def2-TZVPD

CARTESIAN COORDINATES (ANGSTROEM)
N -0.3012 -1.6557 -0.0129
C 0.6756 -2.1341 0.9619
C -0.1382 1.8882 -1.4752
C 0.7956 2.4352 -0.7077
C -1.3009 -1.0510 0.4685
H -0.3364 2.0996 -2.5206
H 0.3441 -2.9787 1.5670
H -1.5721 -0.9813 1.5253
H 0.9482 -1.3125 1.6371
H 1.6183 -2.3891 0.4768
H 1.6770 2.9893 -0.9936
H 0.6269 2.3569 0.3626
H -1.0137 1.4435 -1.0170
H -2.0232 -0.7104 -0.2722

The calculation puts the largest force on an atom at 1.337 eV/Å. The SMILES is C=NC.C=C.

Record 8
C4H9N | ωB97M-V/def2-TZVPD

CARTESIAN COORDINATES (ANGSTROEM)
N -0.8393 -0.1425 -0.0129
C 1.5114 0.0523 -0.5011
C 0.4053 -0.3342 0.4264
C 0.5584 -0.9896 1.6372
C -1.4911 0.7264 -0.9695
H 1.5543 -0.9199 2.1320
H -1.5377 -0.1603 0.7150
H -1.6614 0.1590 -1.9611
H 2.3684 0.0768 0.1601
H 1.6655 -0.6724 -1.1777
H -0.9730 1.7058 -1.1222
H -2.4291 0.9478 -0.5513
H -0.3320 -1.4052 2.1579
H 1.1999 0.9560 -0.9327

The calculation puts the largest force on an atom at 4.178 eV/Å. The SMILES is C=C(C)NC.

Record 9
C4H9N2 | ωB97M-V/def2-TZVPD

CARTESIAN COORDINATES (ANGSTROEM)
N -0.0883 -0.6207 1.7352
N -1.1717 -0.0386 -0.5461
C -0.4558 1.1904 -0.9230
C 1.2636 -0.2543 -0.2833
C 0.0339 -0.8724 0.4186
C 0.8370 1.0440 -0.7451
H -1.9039 -0.0433 0.1049
H -0.0888 0.3570 2.0915
H -1.6333 -0.2881 -1.4626
H -1.1620 2.0347 -1.3046
H 1.5615 1.7764 -1.0007
H 1.5948 -0.8834 -1.1284
H -0.6386 -1.2403 2.3742
H 2.0676 -0.2679 0.4254
H -0.2159 -1.8937 0.2438

As for the net charge: +1. The calculation puts the largest force on an atom at 2.946 eV/Å. The SMILES is N[C@@H]1CC=C[NH2+]1.

Record 10
C4H9N2 | ωB97M-V/def2-TZVPD

CARTESIAN COORDINATES (ANGSTROEM)
N -1.3909 1.2701 -0.3999
N 0.4968 0.1852 0.4452
C -1.5167 -1.0369 0.0338
C 1.6713 -0.6425 0.4528
C 1.7275 0.7854 0.0987
C -0.7466 0.1641 -0.0614
H -1.1927 -1.5216 -0.8934
H 1.8558 -0.9692 1.5703
H 1.6777 -1.2627 -0.4199
H 2.4017 1.4654 0.7826
H -1.2535 -1.7213 0.7914
H -2.2430 1.1285 -0.7906
H 1.8986 1.0202 -0.9158
H -0.8004 2.0779 -0.7439
H -2.5855 -0.9426 0.0503

As for the net charge: +1. The calculation puts the largest force on an atom at 5.196 eV/Å. The SMILES is CC(=[NH2+])N1CC1.

For each record above, in turn, the calculated highest occupied orbital energy values are -6.77 -7.95 -9.05 -9.69 -8.90 -9.06 -9.75 -7.37 -14.60 -15.13 eV.
For each record above, in turn, the calculated energy relative to the best compared isomer or geometry (same formula, charge and spin) values are 211.4 22.2 49.8 41.9 106.6 18.7 47.2 34.8 41.4 51.8 kcal per mole.
For each record above, in turn, the calculated HOMO-LUMO gap values are 0.1083 0.3372 0.3759 0.3963 0.3593 0.3766 0.3992 0.3072 0.4219 0.4204 hartree.